ORCA calculation (ωB97M-V/def2-TZVPD) on a cluster of 2 separate species, C5H13NO in total.

Last column: Löwdin spin population.
Geometry (Å):
1 C 2.12311 -0.64900 0.12720  0.0365
2 C 1.45802 0.71594 0.38070  0.0541
3 C 0.03070 0.78036 0.01410  0.3428
4 C -0.92903 0.17907 0.83715  0.2005
5 N -2.23088 0.23789 0.61831  0.2407
6 C -0.39828 1.49218 -1.19948  0.0504
7 H 3.19917 -0.54798 0.21993  0.0037
8 H 1.78328 -1.38571 0.85443  -0.0001
9 H 1.90928 -1.03768 -0.86416  -0.0001
10 H 1.53961 0.94367 1.45181  0.0151
11 H 1.99004 1.49802 -0.15508  0.0014
12 H -0.61885 -0.41793 1.69128  0.0026
13 H -2.60366 1.04022 0.12395  0.0084
14 H -2.83945 -0.13185 1.33695  0.0049
15 H 0.43668 1.76841 -1.83444  0.0005
16 H -0.88256 2.42407 -0.89909  0.0215
17 H -1.11607 0.91318 -1.78352  0.0107
18 H -1.59990 -2.97181 -0.07380  0.0003
19 H -0.59904 -2.04460 -0.71719  0.0014
20 O -0.65217 -2.80646 -0.12905  0.0047

HOMO-LUMO gap (alpha / beta): 10.581 / 8.391 eV
2S+1: 2
Total energy: -8925.75090 eV
HOMO energy (alpha / beta): -14.0 / -15.2 eV
Molar mass: 103.16 g mol⁻¹
⟨S²⟩: 0.76
Total charge: +1
E_LUMO (alpha / beta): -3.44 / -6.80 eV
Energy relative to the best compared isomer or geometry (same formula, charge and spin): 0.00 kcal/mol